(1)
# C21H63IN10O4P3

A 4-piece molecular cluster, C21H63IN10O4P3 overall at a distorted geometry (ωB97M-V/def2-TZVPD, the Open Molecules 2025 dataset).

## Properties
**Multiplicity**: 1
**E_LUMO**: -5.17 eV
**Frontier orbital gap**: 4.05 eV
**Net charge**: +1
**HOMO level**: -9.215 eV
**ΔE to the lowest compared entry with this formula, charge and spin**: 0.000 eV

Positions of all 102 atoms, in Å:
1 I -6.1246 -2.7380 -2.8915
2 P 5.8491 2.5316 -2.3889
3 P -4.5891 0.6747 2.9657
4 P 0.7203 -1.7794 0.5011
5 O -3.3686 -0.1064 2.6465
6 O -3.8451 -4.7482 -2.3303
7 O 4.7239 2.1025 -1.5239
8 O 0.1395 -2.4233 -0.7082
9 N 7.5669 2.5562 -2.5400
10 N 0.6872 -1.7605 2.2270
11 N 5.6195 1.4862 -3.7672
12 N -5.5064 0.4381 1.4877
13 N -5.2042 2.2573 3.2337
14 N 5.5648 4.2053 -2.6955
15 N -5.7736 -4.0931 -1.3232
16 N -5.2579 -0.0827 4.3588
17 N 0.4799 -0.0955 0.2530
18 N 2.3739 -2.3057 0.4066
19 C -6.4720 2.4456 3.8909
20 C -4.2208 3.2728 3.6301
21 C 4.9856 0.2204 -3.4134
22 C -6.3578 -1.0152 4.4719
23 C 8.3260 2.3958 -1.2961
24 C 3.4854 -1.4349 0.0424
25 C 5.0051 4.8541 -3.8605
26 C 2.5211 -3.5937 -0.2619
27 C -0.5011 -2.3490 2.8576
28 C 5.1247 1.9358 -5.0577
29 C 8.2059 3.4715 -3.4483
30 C -0.9145 0.2800 0.1113
31 C -2.6180 -5.4989 -2.1541
32 C 1.1704 -0.6143 2.9512
33 C -4.9358 -5.2761 -1.7287
34 C 5.5424 5.0402 -1.5052
35 C -4.3861 -0.0736 5.5255
36 C -1.4584 -4.5889 -2.4269
37 C -4.6419 0.2389 0.3366
38 C 1.4144 0.9223 -0.1798
39 C -6.6786 -0.4068 1.3805
40 H -5.2221 -3.5717 -0.6434
41 H -6.9441 -0.7860 5.3680
42 H -3.9362 3.1955 4.6885
43 H 4.9843 1.0719 -5.7073
44 H -6.0155 -2.0575 4.5425
45 H 3.8920 0.2985 -3.3385
46 H 3.9390 5.0902 -3.7345
47 H -7.2267 1.7395 3.5474
48 H -0.5866 -5.0873 -2.0284
49 H 7.6850 3.5398 -4.4020
50 H 7.8784 1.6137 -0.6793
51 H -2.5482 -5.8919 -1.1465
52 H 8.3584 3.3173 -0.6970
53 H 5.3331 4.4514 -0.6100
54 H -1.5297 -0.5729 -0.1860
55 H 5.1046 4.2560 -4.7570
56 H 5.2350 -0.5235 -4.1723
57 H -6.6485 -4.3763 -0.8881
58 H 0.4370 0.2018 3.0106
59 H 8.3106 4.4859 -3.0394
60 H 1.4016 -0.9452 3.9659
61 H -1.3190 0.6650 1.0573
62 H 3.3408 -0.9286 -0.9201
63 H 2.5275 -3.5067 -1.3571
64 H 2.0918 -0.2160 2.5297
65 H -3.3123 3.1717 3.0328
66 H -4.6156 4.2737 3.4544
67 H 1.3242 1.1378 -1.2531
68 H 1.7157 -4.2724 0.0114
69 H -5.5260 -5.9532 -2.3403
70 H 4.3940 -2.0320 -0.0353
71 H -7.5341 0.0010 1.9228
72 H -1.3753 -1.6840 2.8254
73 H -6.9931 -0.4518 0.3359
74 H -1.0428 1.0462 -0.6563
75 H 9.3513 2.0927 -1.5117
76 H -1.2867 -4.4871 -3.4873
77 H -5.1784 0.4983 -0.5796
78 H -1.5762 -3.6300 -1.9505
79 H -3.3409 0.0620 5.2408
80 H 5.5427 5.7890 -4.0553
81 H 9.2032 3.0803 -3.6588
82 H 1.2371 1.8513 0.3736
83 H 5.3551 -0.1515 -2.4606
84 H -6.4989 -1.4410 1.7181
85 H -0.7718 -3.2794 2.3508
86 H -4.4466 -1.0227 6.0580
87 H -2.6202 -6.3146 -2.8659
88 H 3.6926 -0.6870 0.8105
89 H -6.8290 3.4434 3.6299
90 H -4.2865 -0.8032 0.2584
91 H 6.4992 5.5582 -1.3544
92 H 5.8443 2.5753 -5.5749
93 H 4.1598 2.4577 -4.9926
94 H -6.4075 2.3753 4.9846
95 H -3.7661 0.8792 0.3908
96 H 2.4454 0.6554 0.0095
97 H 4.7568 5.7929 -1.5777
98 H 3.4566 -4.0538 0.0601
99 H -0.2939 -2.5953 3.9005
100 H -7.0450 -0.9505 3.6373
101 H -4.6954 -5.7930 -0.8018
102 H -4.6539 0.7290 6.2246

***

(2)
# C27H33ClN2O5Pm

C27H33ClN2O5Pm as an isolated structure at a distorted geometry (ωB97M-V/def2-TZVPD, the Open Molecules 2025 dataset).

## Properties
**Multiplicity**: 5
**E_LUMO (spin up / spin down)**: 2.67 / 2.66 eV
**Frontier orbital gap (spin up / spin down)**: 6.10 / 6.51 eV
**Net charge**: -1
**HOMO level (spin up / spin down)**: -3.435 / -3.845 eV

Positions of all 69 atoms, in Å:
1 Pm 0.4109 -0.7295 -0.5551
2 Cl 0.1971 -2.5277 1.0464
3 O -3.5962 1.7669 3.3395
4 O -3.4321 -0.4476 -2.1631
5 O -1.0577 3.1720 2.3526
6 O 4.3077 0.6436 0.0452
7 O -0.2974 1.4134 0.9739
8 N -1.6083 -0.8775 -0.9506
9 N 2.3066 -0.3389 0.1543
10 C 1.3232 1.3076 -4.8574
11 C -2.1153 -0.7051 -2.1102
12 C 3.3288 -1.5457 2.0341
13 C -3.1796 0.1580 4.9832
14 C -2.7489 -0.9360 0.0371
15 C -1.0016 -0.6046 5.4997
16 C -0.1263 -0.0209 -3.4876
17 C -1.2877 1.0387 3.5888
18 C 3.3688 -0.0935 -2.0394
19 C 3.8630 0.8238 1.4204
20 C 3.2680 0.0689 -0.5813
21 C -1.3931 -0.8268 -3.3854
22 C 2.7485 -0.2075 1.5922
23 C -2.6833 1.0197 3.9639
24 C -3.8231 -0.2179 -0.7779
25 C -0.4989 0.2335 4.5085
26 C 3.7319 1.6483 -4.3525
27 C -0.9844 0.9196 -5.6939
28 C -2.3509 -0.6730 5.7184
29 C 1.6755 0.2830 2.5359
30 C -3.1269 -2.3993 0.2368
31 C 0.0812 0.7298 -4.6530
32 C 2.1649 0.3328 -2.8351
33 C 2.3857 1.0858 -3.9975
34 C -2.4773 -0.2413 1.3505
35 C -0.7751 1.8934 2.2955
36 C 0.8775 -0.1103 -2.5183
37 H -0.6490 1.6221 -6.4526
38 H 2.1224 0.4778 3.5108
39 H 3.7025 -1.4612 3.0544
40 H -0.3389 -1.2235 6.1075
41 H -2.1432 0.7786 1.1955
42 H -3.3910 -0.2354 1.9449
43 H -1.9090 1.3144 -5.2733
44 H -3.3836 2.3634 2.6167
45 H 3.4992 1.8465 1.5137
46 H 3.6555 2.2837 -5.2311
47 H -1.7155 -0.7742 1.9094
48 H 0.8309 -1.9588 -1.4190
49 H -1.2327 -0.0108 -6.2068
50 H 4.1512 2.2549 -3.5498
51 H -2.2984 -2.9486 0.6676
52 H 4.1562 -1.8437 1.3910
53 H -3.8196 0.8591 -0.6128
54 H -4.8196 -0.6230 -0.6368
55 H -3.3982 -2.8652 -0.7098
56 H 4.4588 0.8682 -4.5832
57 H 0.9061 -0.4709 2.6628
58 H 4.7122 0.6590 2.0751
59 H -3.9828 -2.4659 0.9082
60 H 1.4819 1.9100 -5.7432
61 H -4.2346 0.1211 5.2001
62 H -2.0821 -0.5862 -4.1846
63 H -2.7435 -1.3403 6.4839
64 H 2.5695 -2.3177 2.0015
65 H -1.1339 -1.8841 -3.5003
66 H 4.2627 0.4205 -2.3681
67 H 0.5407 0.1620 4.5679
68 H 1.2140 1.1922 2.1662
69 H 3.5366 -1.1598 -2.2250